Entry from OMol25: 8 unconnected molecules or ions with the total composition C39H90N4O8 in a non-equilibrium geometry (ωB97M-V/def2-TZVPD).

```
141
Properties=species:S:1:pos:R:3:mulliken_charge:R:1
H 4.63086 -8.87520 16.36041 0.443
C -0.00569 -8.01312 6.10919 -1.699
H -8.84514 -4.35604 9.64790 0.394
O -1.56689 -3.03155 11.71520 -0.483
H -0.57295 -7.31836 3.10416 0.304
H -10.02085 -3.60339 19.77423 0.358
H -9.14842 -3.67608 7.08146 0.408
H -13.62571 -0.73972 6.77775 0.404
H -6.13858 -12.99198 16.43784 0.243
C 2.55300 -8.89128 15.94502 1.363
H -9.14235 -8.47962 18.86278 0.419
H -0.91899 -10.47528 6.62559 0.387
C 0.67375 -8.76062 2.29998 -1.224
H 3.27287 -9.00810 1.51301 0.340
N 1.57063 -9.27585 4.58626 0.386
H 4.58487 -7.09494 18.15482 0.397
H 1.34393 -6.65827 4.17831 0.340
H -14.62683 -2.08592 9.19999 0.487
C -9.76881 -6.40975 21.96012 1.510
H 0.82625 -10.29829 6.97069 0.473
H -9.87913 -3.74598 10.83398 0.388
C -11.64306 -0.32616 8.88668 -1.222
C -11.13151 -7.11518 21.77311 -1.789
H 0.75824 -7.72940 6.83308 0.341
H -11.70369 0.07337 9.89900 0.413
H -10.70994 -5.19136 19.38654 0.330
C 1.09998 -7.12417 18.46279 -1.569
C -0.63745 -8.39451 2.94343 -0.621
H -1.81962 -9.00386 4.48736 0.399
H -9.28576 -4.31726 22.05923 0.351
C 1.23945 -9.74876 16.30068 -1.725
H -0.88626 -8.06666 6.74938 0.430
H -6.22655 -6.47125 19.78465 0.424
H -10.42832 -7.34248 18.72809 0.319
O -6.52146 -11.41443 9.15305 -0.483
H 0.35988 -6.35449 18.24382 0.381
C -9.94173 -4.67427 19.96150 -0.579
C -9.95711 -4.96567 21.49624 -1.154
C -1.75022 -2.24947 12.92193 -0.537
O -8.21014 -8.20236 21.58921 -0.487
H 3.00395 -6.84339 3.99772 0.336
H 3.98472 -9.14894 3.11577 0.369
C 2.99071 -8.98011 14.39883 -1.622
H -8.43891 -5.07997 18.36965 0.478
H -11.41021 -7.19516 20.72239 0.350
C 0.08280 -10.48666 6.19616 -1.924
H -1.40661 -1.24426 12.67787 0.233
H -1.13494 -2.52924 13.77707 0.228
H 4.03903 -8.72490 14.24390 0.385
H 2.87021 -10.12636 5.53770 0.364
H -13.19082 -3.89412 9.83276 0.351
C 3.74095 -9.40380 16.70206 -1.284
H -0.13908 -7.15199 5.45440 0.337
C -10.45159 -2.99566 8.74973 1.406
O -12.72292 -3.88619 8.99455 -0.506
H -10.41007 -6.44053 24.01446 0.357
H -7.82462 -4.56794 19.93476 0.355
C 2.47868 -6.91328 17.66719 1.462
H 1.16778 -6.83582 19.51177 0.433
H -9.64190 -1.57316 10.10537 0.395
C 0.26001 -9.26200 5.22013 1.486
H 0.28731 -11.47697 5.78925 0.406
C -8.58385 -5.17809 19.44550 -1.178
C 3.05992 -9.26511 2.55065 -1.826
H -7.52182 -7.92614 22.19873 0.327
H -6.68250 -7.99744 19.72187 0.442
H -10.04446 -0.55219 7.42544 0.292
C -9.88009 -4.04274 9.78515 -1.838
C -9.46184 -6.49116 23.47930 -1.717
C 3.66159 -9.09498 18.21773 -0.686
H 2.09341 -6.47174 2.55451 0.353
H -8.90497 -7.31705 23.92189 0.384
C -10.13700 -0.44427 8.50614 -0.738
H 3.90904 -10.44364 16.42176 0.410
C -0.82496 -9.31181 4.16503 -1.216
C -10.20094 -3.51908 7.31734 -1.606
H 0.43857 -9.12521 15.90332 0.394
H -1.53606 -8.56992 2.35196 0.376
H -14.47403 -0.48289 9.13449 0.413
H -11.97513 -6.54354 22.15995 0.428
O 1.43660 -6.84228 15.51273 -0.483
H 4.57197 -9.45473 18.69718 0.387
H -13.60992 -1.25046 10.48726 0.431
N 2.40767 -7.43679 16.27571 0.274
C -7.23412 -10.71755 8.14195 -0.510
H -9.05202 -7.14507 17.63094 0.439
H -10.37389 -4.99464 9.58986 0.417
H -9.51928 0.38541 8.84981 0.432
H -10.96769 -4.69012 21.79772 0.379
H -5.73498 -14.37701 15.41569 0.247
H 0.56387 -9.74603 1.84725 0.345
H -8.84978 -5.63302 23.75692 0.402
H -3.16438 -8.24168 12.97294 0.322
H 1.38974 -10.61236 15.65283 0.498
H -1.97803 -3.88558 11.86748 0.294
H -6.82082 -7.09572 18.21602 0.383
H -5.92515 -12.74120 13.56625 0.316
H -2.75943 -2.02999 13.27046 0.266
O -5.38847 -12.82503 14.35778 -0.493
H 1.09595 -10.04698 17.33922 0.305
C -9.34552 -7.43201 18.64070 -1.668
N -11.90861 -2.74994 9.09765 0.323
H 2.79009 -9.59988 18.63445 0.322
H -7.32789 -11.39537 7.29350 0.237
H 0.66445 -8.12186 18.40810 0.258
H -12.06285 0.45056 8.24748 0.357
O 2.58438 -9.21018 5.51510 -0.482
H 3.55255 -7.42141 19.51262 0.379
C 2.78408 -5.39197 17.68988 -1.968
H 0.85691 -8.07125 1.47577 0.508
H -8.52857 -1.79773 8.83058 0.477
C -12.86279 -1.44090 7.11599 -1.898
H -13.19029 -2.40486 6.72660 0.414
C 1.86746 -8.58725 3.30440 1.368
H -6.72499 -9.86171 7.69879 0.237
H 2.49888 -8.28953 13.71375 0.391
H -11.96267 -1.29627 6.51854 0.312
H 2.77849 -4.93155 18.67784 0.394
H -8.22152 -10.49725 8.54767 0.213
H -7.20262 -13.44141 15.21661 0.241
C -7.00569 -7.05060 19.28927 -1.892
H 2.69129 -9.91131 13.91786 0.359
H 2.05228 -4.75519 17.19281 0.406
H -6.17228 -12.22572 8.77690 0.306
C -6.13332 -13.36241 15.41273 -0.555
H -10.53756 -2.87912 6.50172 0.297
H 1.86210 -6.31319 14.83406 0.327
C -9.59904 -1.75560 9.03161 -1.202
C -8.43984 -6.69389 19.68095 1.220
C -13.86797 -1.33864 9.43192 -2.080
N -8.67488 -6.98599 21.12290 0.410
O -3.51279 -8.18476 12.08322 -0.641
H 2.89563 -10.33600 2.67029 0.459
H -0.98918 -10.35189 3.88329 0.392
C -12.57474 -1.53142 8.60676 1.883
H -3.99062 -9.00491 11.95967 0.319
H 3.74815 -5.12912 17.25448 0.436
H -11.11441 -8.09277 22.25490 0.402
C 2.07281 -7.05791 3.47325 -1.507
H -10.73388 -4.43840 7.07463 0.396
C 3.64089 -7.56217 18.43536 -1.067
```

Calculated values
F_max, hartree/bohr: 0.0527
Multiplicity: 1
Kohn-Sham gap, Ha: 0.30417